{"formula": "C5H10ClNO", "method": "wB97M-V/def2-TZVPD", "charge": 0, "lumo_energy_ev": 0.584, "homo_energy_ha": -0.322, "smiles": "CN(CC=O)CCCl", "homo_lumo_gap_ev": 9.34, "elements": ["C", "N", "C", "C", "O", "C", "C", "Cl", "H", "H", "H", "H", "H", "H", "H", "H", "H", "H"], "xyz": [[-1.919, 0.715, 0.766], [-0.807, 0.238, -0.161], [0.076, 1.332, -0.381], [0.576, 2.063, 0.934], [0.272, 1.851, 2.142], [-0.343, -0.962, 0.620], [0.893, -1.438, -0.025], [0.668, -1.724, -1.871], [-2.300, 1.882, 0.933], [-2.960, 0.199, 0.525], [-1.502, 0.414, 1.870], [1.060, 0.961, -0.876], [-0.503, 2.091, -1.061], [1.040, 2.965, 0.472], [-1.105, -1.731, 0.460], [-0.245, -1.001, 1.698], [1.917, -0.797, -0.153], [1.024, -2.411, 0.446]], "forces_ev_per_angstrom": [[-2.332, 0.397, 2.475], [-2.675, 0.239, 3.014], [1.380, -0.154, 0.650], [-2.385, -0.029, 1.221], [1.847, 0.689, -4.661], [0.022, 0.777, -2.897], [2.941, -0.329, -1.785], [-0.124, -0.194, 1.092], [1.757, -2.713, -1.192], [2.376, 0.622, 0.480], [-1.912, 0.972, -2.481], [-1.655, 0.891, 0.314], [1.473, -1.079, 1.275], [0.685, 0.266, 1.441], [-0.020, 0.073, -0.296], [0.384, 1.126, 0.434], [-2.745, -1.452, 1.363], [0.983, -0.102, -0.447]]}

{"formula": "C5H10ClNO", "method": "wB97M-V/def2-TZVPD", "charge": 0, "lumo_energy_ev": 0.762, "homo_energy_ha": -0.366, "smiles": "CCN(CC)C(=O)Cl", "homo_lumo_gap_ev": 10.72, "elements": ["C", "C", "N", "C", "C", "C", "O", "Cl", "H", "H", "H", "H", "H", "H", "H", "H", "H", "H"], "xyz": [[0.248, 2.193, -0.555], [0.235, 1.045, 0.379], [0.538, -0.190, -0.258], [-0.772, -0.899, -0.486], [-1.388, -1.516, 0.724], [1.634, -1.017, -0.286], [1.728, -2.074, -0.794], [3.166, -0.214, 0.324], [-0.787, 2.364, -1.124], [1.006, 1.890, -1.231], [0.581, 3.072, 0.242], [-0.653, 0.896, 0.971], [0.990, 1.232, 1.142], [-1.393, -0.129, -0.864], [-0.767, -1.612, -1.372], [-2.190, -2.049, 0.270], [-1.575, -0.895, 1.647], [-0.602, -2.097, 1.272]], "forces_ev_per_angstrom": [[-1.932, 2.631, 1.541], [1.400, -0.269, 2.054], [-1.247, -3.258, -0.584], [1.260, 0.058, -1.736], [2.165, 0.035, 2.129], [0.055, 2.525, 0.077], [-0.216, -1.198, -0.103], [-0.592, -0.016, 0.042], [2.372, -0.081, 1.322], [0.864, 0.779, -0.967], [-1.048, -1.474, -2.969], [-0.554, 0.230, -0.017], [0.254, -0.053, -0.026], [-0.867, 0.953, -0.304], [0.644, 0.535, 1.377], [-0.967, -0.839, 0.891], [-0.879, 0.239, -1.584], [-0.712, -0.798, -1.144]]}

{"formula": "C5H10ClNO2", "method": "wB97M-V/def2-TZVPD", "charge": 0, "lumo_energy_ev": 0.160, "homo_energy_ha": -0.310, "homo_lumo_gap_ev": 8.59, "elements": ["C", "C", "C", "C", "C", "N", "O", "O", "Cl", "H", "H", "H", "H", "H", "H", "H", "H", "H", "H"], "xyz": [[1.568, -2.399, -0.054], [1.364, 0.428, -0.252], [-0.493, -0.113, 1.214], [-0.841, 0.144, -1.164], [0.277, -1.773, -0.260], [0.102, -0.315, -0.123], [1.217, -2.181, -1.302], [2.437, -2.803, 0.624], [-2.900, -1.797, 0.055], [1.802, 0.262, -1.238], [1.158, 1.491, -0.138], [2.077, 0.122, 0.513], [-1.451, -0.658, 1.224], [0.170, -0.503, 1.982], [-0.678, 0.942, 1.383], [-1.785, -0.411, -1.015], [-1.025, 1.208, -1.050], [-0.434, -0.072, -2.147], [-0.707, -2.272, -0.235]], "forces_ev_per_angstrom": [[-0.771, 0.528, 1.060], [0.848, 0.380, -0.124], [-0.612, -0.087, 0.936], [-0.871, 0.112, -0.722], [-0.475, -0.456, 0.360], [0.424, 0.087, -0.114], [0.389, -0.144, -1.336], [0.618, -0.321, -0.104], [-0.584, -0.579, 0.115], [-0.147, -0.058, 0.104], [-0.108, -0.113, 0.036], [-0.115, -0.088, 0.044], [0.208, 0.130, 0.015], [0.200, -0.005, -0.079], [0.113, 0.173, -0.167], [0.256, 0.177, -0.074], [0.203, 0.095, 0.091], [0.216, 0.028, -0.011], [0.207, 0.143, -0.031]]}

{"formula": "C5H10ClNO3", "method": "wB97M-V/def2-TZVPD", "charge": 0, "lumo_energy_ev": -0.179, "homo_energy_ha": -0.389, "smiles": "CC[C@@H](OC)[C@H](Cl)[N+](=O)[O-]", "homo_lumo_gap_ev": 10.42, "elements": ["C", "C", "C", "O", "C", "C", "Cl", "N", "O", "O", "H", "H", "H", "H", "H", "H", "H", "H", "H", "H"], "xyz": [[-1.415, -0.833, 1.255], [-1.017, -0.966, -0.211], [0.099, 0.101, -0.362], [-0.232, 1.307, 0.136], [-0.725, 2.279, -0.816], [1.450, -0.208, 0.284], [2.602, 1.175, 0.096], [2.164, -1.393, -0.210], [2.608, -2.174, 0.598], [2.329, -1.493, -1.408], [-1.293, 0.226, 1.480], [-2.391, -1.128, 1.562], [-0.792, -1.230, 1.892], [-0.785, -2.128, -0.436], [-1.822, -0.778, -0.888], [0.315, -0.038, -1.529], [-1.783, 2.194, -1.095], [-0.043, 2.307, -1.575], [-0.711, 3.153, -0.124], [1.444, -0.374, 1.352]], "forces_ev_per_angstrom": [[-2.822, 2.772, -2.614], [0.793, -2.672, 1.787], [1.418, -3.229, -4.143], [-1.223, 1.281, -0.746], [-1.448, 0.681, 4.226], [0.406, 0.757, 1.154], [-0.391, -0.472, -0.193], [0.713, -0.777, -1.295], [-0.237, -0.042, 0.578], [-0.336, 0.103, -0.208], [-0.704, 0.055, 0.181], [-0.934, -0.341, -0.174], [3.597, -2.802, 3.083], [0.278, 2.769, 0.274], [-0.502, 0.600, -0.386], [-0.114, 1.415, 2.014], [0.328, -0.689, -0.217], [1.477, 0.495, -2.308], [0.193, -0.006, -1.218], [-0.493, 0.100, 0.206]]}

{"formula": "C5H10ClNS", "method": "wB97M-V/def2-TZVPD", "charge": 0, "lumo_energy_ev": 0.776, "homo_energy_ha": -0.331, "smiles": "N[C@@H]1C[C@@H](Cl)[C@@H]1CS", "homo_lumo_gap_ev": 9.78, "elements": ["N", "C", "C", "C", "Cl", "C", "C", "S", "H", "H", "H", "H", "H", "H", "H", "H", "H", "H"], "xyz": [[-0.995, 1.654, 0.095], [0.286, 0.964, 0.065], [0.845, 0.410, -1.232], [1.259, -0.890, -0.495], [3.000, -0.878, -0.041], [0.330, -0.447, 0.715], [-0.984, -1.172, 0.925], [-2.077, -1.397, -0.578], [-0.843, 2.526, -0.273], [-1.239, 1.760, 1.066], [1.045, 1.558, 0.627], [1.658, 0.949, -1.666], [0.111, 0.276, -2.013], [1.098, -1.872, -0.938], [0.888, -0.474, 1.690], [-0.728, -2.177, 1.222], [-1.572, -0.698, 1.707], [-2.081, -0.090, -0.877]], "forces_ev_per_angstrom": [[-0.031, -2.668, 0.495], [0.464, 0.123, 1.634], [0.170, -0.363, -0.044], [-0.629, 0.152, 0.563], [-0.135, 0.044, 0.022], [0.937, 0.018, 0.074], [-0.209, -0.112, -1.090], [0.644, 0.086, 0.639], [0.075, 2.739, -1.032], [-0.304, 0.222, 0.235], [-0.141, -0.203, -0.686], [0.623, 0.388, -0.224], [-0.410, -0.334, -0.025], [-0.245, 0.282, -0.092], [-0.504, 0.049, -0.787], [-0.196, -0.428, 0.273], [0.027, -0.005, 0.041], [-0.137, 0.010, 0.005]]}

{"formula": "C5H10CoO5", "method": "wB97M-V/def2-TZVPD", "charge": 2, "multiplicity": 6, "lumo_energy_ev": [-8.547, -12.618], "homo_energy_ha": [-0.497, -0.673], "s_squared": 8.764, "homo_lumo_gap_ev": [4.98, 5.69], "elements": ["C", "C", "O", "C", "O", "O", "O", "Co", "H", "H", "H", "H", "H", "C", "C", "O", "H", "H", "H", "H", "H"], "xyz": [[-1.711, 2.024, 1.950], [-0.552, 1.567, 1.166], [-0.707, 0.147, 0.809], [0.279, -0.429, 0.179], [1.345, 0.193, -0.126], [0.149, -1.641, -0.182], [-1.713, 3.342, 2.253], [1.846, -1.371, -0.923], [-2.220, 1.338, 2.632], [0.378, 1.655, 1.741], [-0.467, 2.135, 0.230], [-2.340, 3.539, 2.985], [-3.677, 1.762, 0.779], [-4.699, 1.728, 0.151], [-5.422, 0.407, 0.225], [-4.649, -0.583, -0.452], [-5.329, 2.533, 0.548], [-4.443, 1.990, -0.884], [-6.412, 0.482, -0.253], [-5.579, 0.110, 1.275], [-5.109, -1.427, -0.435]], "forces_ev_per_angstrom": [[-0.928, -0.506, 0.687], [0.745, 0.237, -0.408], [0.190, -0.154, -0.115], [-2.645, 1.459, 1.454], [0.482, 1.163, 0.250], [-0.201, -0.519, -0.004], [-0.353, -0.027, 0.348], [1.835, -1.613, -1.374], [0.278, 0.117, -0.107], [0.029, 0.067, -0.141], [0.169, -0.023, 0.224], [0.643, -0.194, -0.707], [-2.055, -0.325, -1.249], [1.457, 0.395, 1.013], [2.801, 1.062, -1.111], [-0.880, 1.572, 0.934], [0.034, -0.282, -0.021], [-0.035, -0.150, 0.161], [-0.634, -0.536, -0.035], [-0.455, -0.654, 0.261], [-0.478, -1.089, -0.060]]}

no.,E (a.u.)
1,-786.5675
2,-786.6595
3,-861.8589
4,-937.0098
5,-1109.6184
6,-1954.6239